94
Properties=species:S:1:pos:R:3:forces:R:3:mulliken_charge:R:1 method="wB97M-V/def2-TZVPD" e_homo_ev=-15.41 total_energy_ev=-139745.0046 fmax_ha_per_bohr=0.053 total_charge=+3
Y -0.2804 0.0360 -0.8980 0.101 -1.862 2.014 -0.400
P -2.1934 1.9927 -0.6431 -1.046 1.388 -0.363 1.227
P -2.5788 -1.6061 0.4109 -0.832 -0.367 0.345 0.816
P 1.6198 1.6241 -2.1690 0.732 1.146 -0.527 0.811
H -0.8224 -4.4999 -2.1968 -0.489 1.484 1.416 0.290
C -0.3543 -3.4933 -1.9568 -0.643 -0.393 -0.531 -0.467
C 0.7071 -3.3871 -1.1210 0.107 0.785 0.514 -0.507
H 0.7383 -3.7850 -0.0816 0.423 -1.188 -1.428 0.299
C -3.0994 2.1260 -2.2351 0.139 -0.177 0.003 -1.220
C -3.5675 2.1508 0.5524 -0.039 -0.255 0.365 -1.341
C -1.3900 3.6335 -0.5167 0.165 0.084 0.108 -0.746
C -2.4768 -3.3960 0.7945 0.567 -0.121 -0.278 -1.068
C -3.4104 -1.1207 1.9772 0.083 0.510 0.142 -0.521
C -4.0232 -1.6875 -0.7178 0.290 0.160 -0.091 -1.383
C 3.1186 0.7087 -2.7171 0.341 -0.569 0.092 -1.099
C 2.2369 2.9831 -1.0785 0.021 0.020 0.122 -1.180
C 0.8865 2.5939 -3.5568 -0.416 0.100 -0.371 -0.955
H -0.8077 -2.6115 -2.5074 1.485 -1.334 -0.713 0.116
H 1.6347 -2.8678 -1.4274 -0.847 1.090 0.505 0.434
H -3.7551 3.0070 -2.2072 0.162 -0.233 -0.076 0.432
H -3.7062 1.2232 -2.3915 0.091 0.268 -0.023 0.355
H -2.3877 2.2245 -3.0662 -0.225 0.023 0.111 0.354
H -4.0917 3.1088 0.4132 0.263 -0.274 -0.130 0.578
H -3.1939 2.1134 1.5826 -0.110 0.025 -0.210 0.315
H -4.2899 1.3352 0.4222 0.179 0.214 0.004 0.395
H -2.1553 4.4219 -0.5146 0.166 -0.207 -0.075 0.551
H -0.7131 3.7937 -1.3653 -0.240 0.017 0.232 0.117
H -0.8107 3.7097 0.4132 -0.127 -0.026 -0.210 -0.058
H -3.4679 -3.8414 0.6282 0.393 0.037 0.126 0.442
H -2.1727 -3.5465 1.8359 -0.007 0.018 -0.244 0.230
H -1.7364 -3.8449 0.1258 -0.315 -0.259 0.241 0.209
H -4.3838 -1.6288 2.0514 0.297 0.119 -0.102 0.563
H -3.5614 -0.0402 2.0527 -0.093 -0.231 -0.009 0.049
H -2.7900 -1.4145 2.8289 -0.174 -0.021 -0.242 -0.237
H -4.6903 -2.4595 -0.3141 -0.082 0.389 -0.307 0.535
H -3.6731 -1.9803 -1.7134 -0.273 -0.029 0.045 0.393
H -4.5249 -0.7160 -0.7815 -0.054 -0.238 -0.058 0.343
H 3.6305 1.1431 -3.5901 -0.305 0.110 0.344 0.423
H 2.8476 -0.3288 -2.9936 0.265 0.719 0.290 0.338
H 3.8337 0.6528 -1.8817 -0.224 0.209 -0.180 0.403
H 2.8406 3.7172 -1.6372 -0.182 -0.392 0.045 0.465
H 2.8538 2.5777 -0.2616 -0.251 0.101 -0.250 0.286
H 1.3816 3.5258 -0.6439 0.358 -0.260 -0.104 0.268
H 1.6672 3.0476 -4.1868 -0.168 -0.124 0.290 0.438
H 0.2605 3.3992 -3.1377 0.415 -0.176 -0.058 0.376
H 0.2314 1.9985 -4.2200 0.512 0.243 0.453 0.244
C 0.9724 -1.2610 -6.1135 -0.423 -1.574 -1.553 0.291
C 0.4240 -0.6611 -7.2564 0.155 0.290 0.145 -0.358
C 0.6680 -1.1404 -8.5486 -0.191 0.030 0.031 -0.599
C 1.3917 -2.3129 -8.7616 0.187 0.160 0.919 -0.434
C 1.8898 -2.9578 -7.6159 0.020 -0.053 0.069 -0.560
C 1.6696 -2.4730 -6.3171 0.157 0.309 0.061 -0.338
S 0.9847 -0.4576 -4.5608 -0.780 -0.109 0.801 -0.191
H -0.1941 -0.6946 -3.7631 0.636 -0.200 -1.280 0.005
H -0.1839 0.2152 -7.0982 -0.003 0.283 -0.270 0.363
H 0.3032 -0.5809 -9.4057 -0.138 -0.075 0.224 0.379
H 1.5881 -2.7085 -9.7723 -0.125 0.311 0.712 0.402
H 2.5016 -3.8434 -7.7559 -0.172 -0.010 0.185 0.367
H 2.0644 -2.9864 -5.4369 0.046 0.017 -0.445 0.355
O 0.3804 0.1113 1.0595 0.033 -0.118 -0.130 1.817
As 0.7617 0.1014 2.7719 0.092 0.111 0.097 1.192
C -0.5388 -0.8655 3.8216 0.047 0.050 0.326 0.433
C -0.5450 -2.2656 3.8140 -0.082 -0.008 0.194 -0.612
C -1.4153 -2.9594 4.6719 0.448 0.041 -0.365 -0.645
C -2.2849 -2.2625 5.5078 0.080 0.394 0.086 -0.647
C -2.2170 -0.8611 5.5715 0.014 -0.105 -0.013 -0.687
C -1.3363 -0.1625 4.7445 0.160 0.048 -0.162 -0.454
C 2.4969 -0.6303 3.0438 0.186 -0.337 0.137 0.075
C 2.7543 -1.2805 4.2618 -0.071 0.085 -0.081 -0.411
C 4.0394 -1.7513 4.5389 0.029 0.202 -0.254 -0.727
C 5.0548 -1.5860 3.5897 -0.286 0.236 -0.243 -0.587
C 4.7935 -0.9142 2.3810 -0.144 -0.012 0.061 -0.641
C 3.5131 -0.4259 2.1045 0.046 -0.146 0.145 -0.416
C 0.7871 1.9370 3.2820 -0.047 0.089 0.110 0.273
C -0.3398 2.7033 2.9655 0.301 0.440 0.152 -0.556
C -0.3607 4.0529 3.3285 -0.094 -0.189 -0.072 -0.571
C 0.7258 4.6136 4.0152 -0.092 -0.174 -0.171 -0.681
C 1.8386 3.8303 4.3419 -0.288 -0.044 -0.075 -0.706
C 1.8753 2.4788 3.9871 -0.256 -0.029 -0.167 -0.634
H 0.1642 -2.8011 3.1790 -0.264 -0.010 0.171 0.515
H -1.3604 -4.0490 4.7153 -0.164 0.324 -0.110 0.471
H -2.9874 -2.8047 6.1469 0.329 0.196 -0.181 0.456
H -2.8228 -0.3120 6.2996 0.190 -0.241 -0.352 0.469
H -1.2326 0.9231 4.8358 -0.179 -0.388 -0.024 0.449
H 1.9522 -1.4043 4.9942 0.298 -0.017 -0.184 0.421
H 4.2477 -2.2228 5.4996 -0.061 0.054 -0.326 0.449
H 6.0566 -1.9700 3.7867 -0.298 0.149 -0.037 0.417
H 5.5888 -0.7592 1.6484 -0.210 -0.115 0.308 0.431
H 3.2854 0.1076 1.1755 0.239 -0.205 0.281 0.275
H -1.1888 2.2477 2.4475 0.256 0.164 0.167 0.452
H -1.2405 4.6541 3.0766 0.389 -0.121 0.193 0.453
H 0.6922 5.6697 4.2925 0.064 -0.377 -0.056 0.439
H 2.6709 4.2727 4.8838 -0.152 -0.106 -0.103 0.454
H 2.7317 1.8546 4.2618 -0.295 0.257 -0.152 0.441